# 1
{
  "formula": "C25H38BBr6N4O2PS3",
  "method": "the ωB97M-V functional and the def2-TZVPD basis",
  "homo_ev": -7.825,
  "max_force_ev_per_a": 1.96,
  "total_energy_ha": -18349.7921,
  "symbols": ["C", "C", "O", "B", "O", "C", "C", "C", "C", "C", "S", "C", "S", "N", "C", "C", "N", "C", "C", "C", "N", "S", "N", "C", "C", "P", "C", "C", "C", "C", "H", "H", "H", "H", "H", "H", "H", "H", "H", "H", "H", "H", "H", "H", "H", "H", "H", "H", "H", "H", "H", "H", "H", "H", "H", "H", "Br", "C", "C", "Br", "H", "H", "H", "H", "Br", "C", "C", "Br", "H", "H", "H", "H", "Br", "C", "C", "Br", "H", "H", "H", "H"],
  "coordinates": [[3.592309, -0.339165, 2.169640], [2.738908, -0.437488, 0.890556], [1.421805, -0.932738, 1.129527], [0.516297, 0.066076, 1.388734], [0.351196, 0.572437, 2.679726], [-0.402597, 0.721550, 0.256109], [-0.078311, 1.979259, -0.372819], [1.180513, 2.735705, 0.022179], [1.019335, 4.239369, 0.425344], [0.003052, 4.560229, 1.554312], [-1.051171, 5.974419, 1.054948], [-2.667763, 5.414172, 0.661149], [-3.306182, 5.736933, -0.776792], [-3.447745, 4.744221, 1.630706], [-4.491149, 5.250117, 2.340033], [-4.983151, 4.284661, 3.132160], [-4.216543, 3.159988, 2.930059], [-3.315862, 3.455540, 2.056965], [-0.874255, 2.513324, -1.307794], [-2.071355, 1.868164, -1.716133], [-2.956110, 2.267027, -2.600863], [-4.105267, 1.122636, -2.587754], [-3.510755, 0.131710, -1.496959], [-2.354764, 0.629499, -1.071238], [-1.521432, 0.050960, -0.082665], [-1.778152, -1.501999, 0.839081], [-3.259541, -1.383834, 1.911063], [-3.151250, -2.270478, 3.161123], [-1.844014, -2.978288, -0.260954], [-2.322400, -2.743789, -1.700960], [4.045658, 0.643394, 2.267206], [4.393293, -1.070769, 2.101220], [3.009248, -0.538475, 3.061370], [2.705143, 0.562709, 0.453298], [3.254876, -1.053563, 0.168447], [-0.456695, 0.194226, 3.039845], [1.683603, 2.275932, 0.867563], [1.803849, 2.768602, -0.869769], [2.007132, 4.550453, 0.748249], [0.691463, 4.788408, -0.449772], [-0.564377, 3.704444, 1.905633], [0.562857, 4.923217, 2.411426], [-4.845176, 6.261325, 2.265184], [-5.806296, 4.364795, 3.810780], [-2.575455, 2.748007, 1.738029], [-0.612865, 3.467507, -1.740693], [-3.280854, -0.357512, 2.268306], [-4.203256, -1.526226, 1.390331], [-2.138150, -2.292657, 3.554533], [-3.766533, -1.804018, 3.925849], [-3.504109, -3.268359, 2.914911], [-2.551830, -3.682592, 0.188343], [-0.894942, -3.503584, -0.319330], [-3.382031, -2.527011, -1.730781], [-2.204636, -3.687052, -2.239935], [-1.733246, -2.011941, -2.245109], [-4.322165, -6.729782, -1.909653], [-4.473496, -6.504551, 0.016411], [-5.660861, -5.655684, 0.384096], [-5.319250, -3.771242, 0.044712], [-3.532903, -6.085678, 0.359068], [-4.587583, -7.510394, 0.414095], [-5.860038, -5.724210, 1.451352], [-6.557753, -5.917982, -0.166656], [5.174037, -0.911870, -2.001267], [4.221648, -1.902319, -3.377325], [3.244879, -1.017248, -4.104298], [1.659422, -0.676299, -3.025259], [3.747020, -2.745946, -2.887559], [4.990125, -2.266391, -4.055706], [2.882877, -1.508883, -5.004463], [3.664182, -0.050957, -4.363570], [9.689290, -2.708162, -2.103339], [9.151781, -0.937186, -2.702104], [9.865510, 0.148241, -1.942543], [9.129204, 0.378450, -0.156598], [8.072868, -0.884621, -2.599261], [9.418280, -0.899536, -3.756229], [9.726550, 1.108148, -2.434891], [10.926061, -0.045378, -1.822628]],
  "atomic_forces_ev_per_a": [[0.04, -0.29, -0.37], [0.55, 0.54, 0.54], [0.55, 0.41, -0.32], [-1.09, -0.57, 0.27], [0.30, -0.13, -0.05], [1.28, 0.30, 0.18], [0.54, 0.08, 0.99], [-0.57, 0.89, 0.24], [-0.88, -1.03, -0.06], [0.42, -0.01, -0.05], [0.20, 0.19, 0.20], [0.04, -0.35, -0.50], [-0.15, 0.30, -0.20], [0.77, -0.32, 0.25], [-0.98, 1.69, -0.05], [0.81, -0.59, -0.32], [-0.77, -0.96, 1.04], [0.06, -0.30, 0.11], [-0.42, 1.00, -0.86], [1.41, -0.27, 1.03], [-0.82, -0.06, -0.46], [0.02, 0.42, -0.26], [-0.47, -0.60, 0.17], [-1.02, 0.02, -0.45], [-0.95, -0.70, -0.37], [1.60, -0.22, 1.12], [-0.17, 0.24, -0.24], [-0.23, 0.40, -0.54], [-0.86, 0.21, -0.81], [0.08, -0.90, 0.02], [0.05, 0.12, 0.04], [0.13, -0.06, 0.25], [-0.16, -0.02, 0.05], [-0.16, -0.06, -0.26], [-0.26, -0.37, -0.20], [-0.12, 0.20, 0.22], [0.16, -0.38, -0.16], [0.52, -0.31, 0.19], [0.10, 0.37, -0.20], [0.34, 0.25, -0.18], [-0.20, -0.06, -0.14], [-0.14, 0.07, 0.21], [0.23, 0.18, -0.36], [-0.14, -0.22, 0.20], [0.28, 0.09, -0.45], [-0.05, 0.15, -0.20], [0.13, 0.37, -0.20], [-0.12, -0.10, 0.02], [0.16, -0.18, -0.12], [-0.28, -0.35, 0.16], [0.06, -0.21, 0.33], [0.14, 0.12, 0.20], [0.35, 0.34, 0.41], [-0.05, 0.43, -0.09], [0.03, -0.06, -0.09], [-0.06, 0.29, 0.09], [0.07, 0.07, 0.03], [-0.08, -0.21, -0.18], [0.06, 0.20, 0.19], [-0.27, -0.10, -0.04], [-0.02, 0.04, 0.03], [-0.03, 0.01, 0.04], [0.03, -0.03, 0.01], [0.03, -0.06, -0.05], [0.07, -0.02, 0.04], [0.22, 0.11, -0.03], [-0.31, -0.13, 0.02], [0.04, 0.09, 0.05], [-0.07, 0.02, 0.00], [-0.02, 0.02, -0.04], [0.02, -0.03, 0.00], [0.06, -0.01, 0.02], [-0.08, 0.02, 0.03], [0.17, -0.17, -0.12], [-0.17, 0.18, 0.10], [0.04, -0.04, 0.00], [0.00, 0.04, 0.05], [0.03, 0.05, 0.01], [-0.02, -0.02, -0.04], [0.00, -0.06, -0.03]],
  "lowdin_charge": [-0.04, -0.24, 0.05, -0.70, 0.14, -0.06, -0.17, -0.13, -0.23, -0.42, 0.90, -1.11, 0.75, -0.15, -0.11, -0.13, 0.06, -0.19, 0.03, -0.38, -0.21, 1.02, -0.23, -0.35, -0.27, 1.08, -0.42, -0.16, -0.39, -0.18, 0.07, 0.07, 0.08, 0.09, 0.05, 0.09, 0.10, 0.13, 0.11, 0.07, 0.06, 0.07, 0.12, 0.10, 0.11, 0.13, 0.07, 0.02, 0.06, 0.07, 0.05, 0.01, 0.07, 0.01, 0.06, 0.05, 0.61, -0.69, -0.67, 0.73, 0.04, 0.06, 0.06, 0.05, 0.67, -0.67, -0.69, 0.64, 0.05, 0.06, 0.06, 0.05, 0.60, -0.71, -0.70, 0.60, -0.02, 0.06, 0.06, 0.05]
}

---

# 2
{
  "formula": "C23H57IN3O8S8",
  "method": "the ωB97M-V functional and the def2-TZVPD basis",
  "homo_ev": -10.414,
  "max_force_ev_per_a": 1.04,
  "total_charge": 1,
  "total_energy_ha": -5159.4106,
  "symbols": ["C", "C", "N", "C", "C", "C", "C", "I", "C", "N", "N", "H", "H", "H", "H", "H", "H", "H", "H", "H", "C", "S", "O", "C", "H", "H", "H", "H", "H", "H", "C", "S", "O", "C", "H", "H", "H", "H", "H", "H", "C", "S", "O", "C", "H", "H", "H", "H", "H", "H", "C", "S", "O", "C", "H", "H", "H", "H", "H", "H", "C", "S", "O", "C", "H", "H", "H", "H", "H", "H", "C", "S", "O", "C", "H", "H", "H", "H", "H", "H", "C", "S", "O", "C", "H", "H", "H", "H", "H", "H", "C", "S", "O", "C", "H", "H", "H", "H", "H", "H"],
  "coordinates": [[-2.872245, -1.239667, 0.461881], [-1.414348, -1.528908, 0.251509], [-1.061972, -2.632303, -0.257920], [-0.400755, -0.494921, 0.709810], [0.135802, 0.378360, -0.378071], [-0.677394, 0.884759, -1.410988], [-0.110134, 1.667909, -2.389157], [-1.164313, 2.460415, -3.956260], [1.256069, 1.925903, -2.252233], [1.911730, 1.420139, -1.233602], [1.427804, 0.633997, -0.269687], [-3.010216, -0.198948, 0.746856], [-3.250524, -1.828350, 1.291955], [-3.444121, -1.428132, -0.440362], [-0.043996, -2.677656, -0.327899], [-0.838910, 0.137199, 1.479743], [0.429230, -1.015419, 1.168287], [-1.729266, 0.646051, -1.413382], [1.794073, 2.538218, -2.958095], [2.895977, 1.637048, -1.137058], [0.391762, 7.434965, -5.669502], [-0.056111, 7.249501, -3.944417], [0.498609, 5.924883, -3.519295], [-1.808918, 6.995113, -4.212533], [1.470015, 7.567111, -5.721455], [0.099098, 6.540528, -6.218721], [-0.104424, 8.315279, -6.076525], [-1.957908, 6.131760, -4.860611], [-2.237161, 7.890205, -4.661904], [-2.271646, 6.817206, -3.244421], [2.779671, -2.086301, 4.839248], [2.045609, -1.867097, 3.229384], [0.637603, -1.401085, 3.428700], [1.971754, -3.612036, 2.817778], [2.880791, -1.105579, 5.299324], [2.133016, -2.715711, 5.450716], [3.763909, -2.539106, 4.717797], [1.382536, -4.140331, 3.568039], [2.987802, -4.005831, 2.777091], [1.498369, -3.710773, 1.841137], [-2.056529, -4.779602, 2.041160], [-2.308503, -5.011214, 3.805173], [-1.553979, -6.230414, 4.186707], [-4.040963, -5.476397, 3.688402], [-1.011989, -4.524894, 1.884710], [-2.293835, -5.701313, 1.509468], [-2.683752, -3.964381, 1.686567], [-4.140596, -6.352568, 3.047574], [-4.615363, -4.639299, 3.290317], [-4.388092, -5.712253, 4.691611], [1.824640, 8.641652, 1.371995], [1.278376, 8.600389, -0.339356], [-0.140209, 9.040672, -0.350809], [1.251125, 6.815461, -0.513445], [1.857902, 9.682470, 1.685531], [1.116977, 8.091416, 1.991953], [2.821191, 8.205839, 1.444003], [0.579311, 6.392569, 0.235947], [2.259648, 6.416115, -0.394990], [0.880915, 6.599936, -1.519443], [7.859474, -3.808704, 5.238927], [7.123697, -3.547424, 3.623650], [5.725946, -3.084214, 3.864257], [7.021953, -5.278441, 3.168117], [7.966372, -2.837004, 5.715527], [7.210008, -4.446551, 5.838122], [8.840717, -4.266193, 5.116501], [6.429674, -5.816739, 3.908066], [8.027376, -5.693196, 3.104894], [6.542209, -5.334528, 2.193466], [-5.849874, -4.442080, -0.986359], [-5.399585, -3.084201, -2.068885], [-6.182671, -1.896777, -1.626792], [-6.193190, -3.734730, -3.539476], [-5.477517, -4.211095, 0.009505], [-6.934585, -4.542074, -0.962512], [-5.386231, -5.359877, -1.346880], [-7.253886, -3.886856, -3.342226], [-5.715455, -4.672717, -3.820767], [-6.066723, -3.005516, -4.336503], [-4.858032, 1.669390, -1.866523], [-5.904712, 2.876861, -2.684005], [-5.032416, 3.650940, -3.610961], [-6.173319, 3.899277, -1.233206], [-4.540091, 0.943014, -2.610499], [-3.988317, 2.174564, -1.436050], [-5.428373, 1.158435, -1.093121], [-5.214893, 4.249139, -0.849090], [-6.702433, 3.318932, -0.477829], [-6.781997, 4.748401, -1.535028], [6.174342, -1.413427, -2.208280], [5.747594, -1.543865, -0.466158], [6.211870, -2.870973, -0.006739], [3.968219, -1.682204, -0.718890], [7.258419, -1.364975, -2.278037], [5.808955, -2.291182, -2.740948], [5.741853, -0.502762, -2.624569], [3.758243, -2.542491, -1.355597], [3.590670, -0.771228, -1.179716], [3.503564, -1.819513, 0.256382]],
  "atomic_forces_ev_per_a": [[0.23, 0.56, 0.01], [-0.04, -0.12, -0.06], [0.07, 0.08, -0.23], [-0.19, -0.09, -0.05], [-0.08, -0.37, 0.52], [0.38, 0.17, -0.13], [-0.18, -0.15, 0.23], [-0.20, 0.08, -0.09], [-0.21, 0.17, -0.27], [-0.03, -0.18, 0.35], [0.02, 0.59, -0.85], [-0.12, 0.13, 0.00], [-0.13, -0.20, 0.01], [-0.17, -0.25, -0.03], [0.03, -0.17, 0.01], [0.05, 0.09, 0.17], [0.13, 0.08, 0.22], [-0.14, -0.05, -0.07], [0.19, 0.10, 0.02], [0.12, -0.06, 0.14], [0.00, 0.05, -0.08], [-0.07, 0.04, -0.15], [0.03, -0.27, 0.00], [-0.08, 0.02, 0.00], [0.01, 0.01, 0.04], [-0.02, -0.02, 0.04], [0.01, 0.02, 0.00], [0.04, 0.00, -0.01], [-0.01, 0.02, 0.02], [0.02, 0.02, 0.02], [0.09, 0.01, 0.20], [0.15, -0.10, 0.06], [-0.06, -0.06, -0.09], [-0.01, -0.09, -0.01], [-0.03, 0.03, -0.04], [-0.08, 0.02, -0.06], [0.05, 0.02, -0.06], [-0.02, 0.02, 0.01], [0.03, 0.03, 0.00], [0.00, 0.02, -0.01], [-0.06, -0.07, -0.04], [0.00, 0.10, 0.03], [0.05, -0.06, -0.01], [-0.07, -0.04, -0.06], [0.01, 0.02, 0.04], [0.00, -0.03, 0.05], [0.00, 0.02, -0.02], [0.04, -0.01, 0.01], [0.00, 0.01, 0.02], [0.03, 0.01, 0.02], [0.02, -0.05, 0.07], [0.06, 0.08, -0.03], [-0.08, -0.03, 0.00], [-0.06, -0.11, -0.02], [-0.01, 0.02, -0.04], [-0.03, 0.01, -0.03], [0.01, 0.01, -0.01], [0.00, 0.06, 0.01], [0.01, 0.04, -0.03], [0.15, -0.07, 0.22], [-0.01, -0.05, 0.09], [0.11, 0.05, -0.13], [-0.20, -0.02, 0.04], [-0.04, -0.09, -0.02], [-0.01, 0.02, -0.03], [-0.02, 0.00, -0.02], [0.01, 0.01, -0.01], [0.00, 0.04, 0.03], [0.01, 0.01, -0.01], [0.01, 0.07, -0.03], [-0.04, -0.08, 0.03], [0.13, -0.04, -0.01], [0.04, 0.08, 0.02], [-0.09, -0.02, -0.05], [0.02, 0.03, -0.01], [-0.01, 0.04, -0.01], [0.02, 0.00, 0.00], [0.00, 0.02, 0.03], [0.02, 0.00, 0.00], [0.02, 0.02, 0.02], [0.17, -0.06, 0.15], [-0.07, 0.02, -0.11], [0.16, -0.03, 0.08], [0.03, 0.05, 0.07], [-0.05, -0.03, -0.07], [-0.07, 0.07, -0.05], [-0.05, -0.08, 0.00], [0.02, 0.00, -0.04], [-0.02, 0.00, -0.01], [-0.01, -0.01, -0.04], [-0.04, -0.02, -0.08], [0.00, 0.12, 0.06], [0.01, -0.15, 0.03], [-0.07, -0.16, -0.02], [0.02, 0.00, 0.04], [0.00, -0.02, 0.03], [0.02, 0.01, 0.01], [0.05, -0.01, 0.00], [0.02, 0.03, -0.03], [0.05, 0.05, 0.04]],
  "lowdin_charge": [-0.02, -0.41, 0.17, -0.08, -0.20, 0.00, -0.69, 1.10, -0.06, 0.07, 0.18, 0.08, 0.08, 0.06, 0.06, 0.14, 0.07, 0.11, 0.14, 0.18, -0.26, 0.82, -0.61, -0.25, 0.05, 0.06, 0.06, 0.05, 0.06, 0.06, -0.25, 0.79, -0.56, -0.25, 0.06, 0.07, 0.02, 0.06, 0.06, 0.03, -0.27, 0.80, -0.55, -0.27, 0.02, 0.06, 0.02, 0.06, 0.05, 0.05, -0.27, 0.79, -0.55, -0.28, 0.05, 0.06, 0.05, 0.06, 0.05, -0.01, -0.27, 0.82, -0.58, -0.26, 0.05, 0.06, 0.06, 0.06, 0.06, 0.05, -0.26, 0.78, -0.56, -0.27, 0.04, 0.06, 0.06, 0.06, 0.06, 0.05, -0.29, 0.81, -0.58, -0.27, 0.04, 0.04, 0.05, 0.06, 0.06, 0.05, -0.27, 0.81, -0.54, -0.27, 0.05, 0.06, 0.05, 0.06, 0.01, 0.03]
}